(1)
The following is a quantum chemistry calculation of C16H14Cl2I2MnN2O3 as an isolated structure, from OMol25.

Structure (ORCA input):
```
! wB97M-V def2-TZVPD RIJCOSX def2/J DEFGRID3
* xyz 0 6
Mn -0.106 -0.415 -0.266
O 3.787 1.677 -0.313
C 3.919 1.797 1.018
C 5.060 2.436 1.501
C 5.244 2.616 2.854
C 4.298 2.142 3.758
C 3.162 1.514 3.296
C 2.944 1.343 1.925
C 1.697 0.750 1.448
O 1.580 0.345 0.211
N 0.666 0.674 2.254
N -0.427 0.176 1.640
C -1.525 0.036 2.327
C -2.757 -0.415 1.774
C -3.867 -0.604 2.611
C -5.081 -1.007 2.109
C -5.237 -1.202 0.736
C -4.180 -1.017 -0.122
C -2.907 -0.660 0.368
O -1.905 -0.560 -0.448
H 2.992 1.135 -0.494
H 5.785 2.774 0.779
H 6.126 3.127 3.210
H 4.456 2.269 4.818
H 2.419 1.142 3.984
H -1.494 0.289 3.383
H -3.740 -0.447 3.673
H -5.915 -1.165 2.775
H -6.196 -1.510 0.344
H -4.290 -1.178 -1.184
I 3.743 -1.218 -2.248
C 4.240 -2.439 -0.681
I 0.497 -2.914 -0.231
H 4.461 -1.970 0.258
H 3.929 -3.462 -0.744
Cl -0.185 2.769 -0.844
C 0.112 2.254 -2.517
Cl 0.049 0.486 -2.593
H 1.106 2.584 -2.814
H -0.670 2.659 -3.159
*
```

Properties
**Max |F|**: 1.86 eV Å⁻¹
**Energy relative to the best compared isomer or geometry (same formula, charge and spin)**: 6.0 kcal/mol
**E_HOMO (alpha / beta)**: -7.89 / -8.14 eV

Charges computed using natural (NBO), reported in e:
1 Mn 1.31
2 O -0.69
3 C 0.43
4 C -0.30
5 C -0.16
6 C -0.26
7 C -0.12
8 C -0.25
9 C 0.58
10 O -0.79
11 N -0.39
12 N -0.37
13 C 0.16
14 C -0.24
15 C -0.13
16 C -0.26
17 C -0.15
18 C -0.29
19 C 0.46
20 O -0.75
21 H 0.51
22 H 0.22
23 H 0.21
24 H 0.22
25 H 0.23
26 H 0.21
27 H 0.21
28 H 0.22
29 H 0.22
30 H 0.23
31 I 0.15
32 C -0.52
33 I -0.44
34 H 0.19
35 H 0.19
36 Cl 0.02
37 C -0.38
38 Cl 0.05
39 H 0.24
40 H 0.24

(2)
The following is a quantum chemistry calculation of a 2-piece molecular cluster, C4H7NO overall, from OMol25.

Structure (ORCA input):
```
! wB97M-V def2-TZVPD RIJCOSX def2/J DEFGRID3
* xyz 0 1
O 1.851 0.863 0.349
C 1.062 0.226 -0.598
C 0.755 -1.253 -0.417
C -1.560 -0.456 0.383
N -0.804 -0.066 1.308
C -0.263 -0.239 -0.124
H 1.368 0.825 1.189
H 1.287 0.582 -1.600
H 1.126 -1.780 0.456
H 0.530 -1.839 -1.306
H -2.446 -1.054 0.240
H -1.560 2.086 0.418
H -1.374 2.150 -0.297
*
```

Properties
**Max |F|**: 0.73 eV Å⁻¹
**Energy relative to the best compared isomer or geometry (same formula, charge and spin)**: 136.1 kcal/mol
**E_HOMO**: -9.26 eV
**SMILES**: O[C@H]1C[C@]12C=N2.[H][H]

Charges computed using natural (NBO), reported in e:
1 O -0.69
2 C 0.13
3 C -0.49
4 C 0.11
5 N -0.33
6 C -0.07
7 H 0.49
8 H 0.20
9 H 0.22
10 H 0.22
11 H 0.21
12 H 0.00
13 H -0.01

(3)
The following is a quantum chemistry calculation of a 3-piece molecular cluster, C6H18N2O2 overall, from OMol25.

Structure (ORCA input):
```
! wB97M-V def2-TZVPD RIJCOSX def2/J DEFGRID3
* xyz 0 1
C -1.338 -0.212 -2.240
C -0.033 0.524 -1.935
C 0.542 0.198 -0.544
N 0.634 2.949 0.483
C -0.162 1.964 1.052
C -0.292 0.711 0.603
C -1.304 -0.219 1.241
N -1.271 -1.664 -2.233
H -2.101 0.087 -1.522
H -1.701 0.098 -3.223
H -0.208 1.603 -2.017
H 0.715 0.279 -2.692
H 1.554 0.611 -0.498
H 0.650 -0.885 -0.470
H 1.268 2.669 -0.246
H 0.994 3.682 1.067
H -0.760 2.324 1.881
H -2.270 -0.131 0.740
H -1.450 0.001 2.299
H -0.990 -1.260 1.162
H -0.626 -2.016 -2.928
H -0.988 -2.050 -1.338
H 1.500 -2.029 1.426
H 1.670 -3.564 1.381
O 1.219 -2.833 0.948
H 1.392 -0.484 3.269
H 1.466 0.160 1.890
O 1.891 -0.515 2.446
*
```

Properties
**Max |F|**: 0.49 eV Å⁻¹
**Energy relative to the best compared isomer or geometry (same formula, charge and spin)**: 0.0 kcal/mol
**E_HOMO**: -8.06 eV
**SMILES**: C/C(=C/N)CCCN.O.O

Charges computed using natural (NBO), reported in e:
1 C -0.22
2 C -0.40
3 C -0.46
4 N -0.83
5 C 0.00
6 C -0.13
7 C -0.64
8 N -0.84
9 H 0.18
10 H 0.19
11 H 0.20
12 H 0.20
13 H 0.20
14 H 0.23
15 H 0.38
16 H 0.38
17 H 0.19
18 H 0.21
19 H 0.21
20 H 0.23
21 H 0.35
22 H 0.36
23 H 0.50
24 H 0.47
25 O -0.98
26 H 0.48
27 H 0.49
28 O -0.96

(4)
The following is a quantum chemistry calculation of C22H25BErF4NO as an isolated structure, from OMol25.

Structure (ORCA input):
```
! wB97M-V def2-TZVPD RIJCOSX def2/J DEFGRID3
* xyz 0 4
C -2.123 1.229 -0.822
C -1.090 2.180 -0.609
C -0.054 1.884 -1.565
H -1.108 2.959 0.176
C -0.455 0.741 -2.368
C -1.735 0.315 -1.864
H 0.158 0.178 -3.102
C -1.008 -0.747 2.239
C -0.822 0.678 2.251
C 0.590 0.907 2.217
H -1.606 1.454 2.205
C 1.234 -0.387 2.124
C 0.240 -1.417 2.097
H 0.835 2.498 -1.719
H -2.160 -0.661 -2.116
H -2.981 1.228 -0.163
H 0.380 -2.509 1.899
H 1.097 1.891 2.227
H -1.907 -1.314 2.358
Er -0.083 -0.100 -0.056
C 2.718 -0.677 2.127
C 2.990 -1.603 3.324
C 3.522 0.630 2.251
H 2.496 -1.196 4.219
H 4.071 -1.657 3.504
H 2.603 -2.616 3.133
H 3.382 1.042 3.263
H 3.208 1.379 1.503
H 4.587 0.402 2.100
C 3.130 -1.440 0.815
C 3.099 -0.573 -0.437
H 2.476 -2.330 0.668
H 4.166 -1.808 0.937
O 2.059 0.093 -0.750
N 4.120 -0.570 -1.280
C 3.966 -0.138 -2.699
H 5.052 -0.681 -0.871
C 3.779 1.355 -2.866
C 2.964 1.862 -3.892
H 2.429 1.156 -4.543
C 2.830 3.248 -4.057
H 2.186 3.638 -4.853
C 3.530 4.129 -3.212
H 3.434 5.214 -3.347
C 4.364 3.616 -2.203
H 4.921 4.284 -1.538
C 4.499 2.227 -2.037
H 5.156 1.809 -1.259
H 3.129 -0.689 -3.168
H 4.910 -0.455 -3.152
F -1.810 -1.079 0.064
B -3.760 -1.317 0.463
F -4.136 -0.870 -0.779
F -3.388 -2.595 0.808
F -3.862 -0.398 1.487
*
```

Properties
**Max |F|**: 3.12 eV Å⁻¹
**E_HOMO (alpha / beta)**: -7.69 / -7.69 eV

Charges computed using natural (NBO), reported in e:
1 C -0.31
2 C -0.32
3 C -0.39
4 H 0.24
5 C -0.39
6 C -0.30
7 H 0.23
8 C -0.23
9 C -0.37
10 C -0.32
11 H 0.25
12 C -0.17
13 C -0.42
14 H 0.24
15 H 0.25
16 H 0.24
17 H 0.24
18 H 0.23
19 H 0.24
20 Er 1.70
21 C -0.03
22 C -0.60
23 C -0.62
24 H 0.23
25 H 0.20
26 H 0.21
27 H 0.23
28 H 0.22
29 H 0.20
30 C -0.49
31 C 0.73
32 H 0.25
33 H 0.22
34 O -0.69
35 N -0.58
36 C -0.25
37 H 0.41
38 C 0.06
39 C -0.23
40 H 0.22
41 C -0.20
42 H 0.22
43 C -0.22
44 H 0.22
45 C -0.20
46 H 0.22
47 C -0.25
48 H 0.21
49 H 0.22
50 H 0.22
51 F -0.69
52 B 1.49
53 F -0.52
54 F -0.52
55 F -0.53